1.
DFT (wB97M-V/def2-TZVPD) results for a 2-piece molecular cluster, C4H13N2O overall at a distorted geometry.

Positions of all 20 atoms, in Å:
C  1.531  -1.271  1.557
C  2.200  -0.389  0.566
O  1.584  0.266  -0.280
N  3.543  -0.281  0.627
H  1.424  -0.727  2.505
H  2.053  -2.174  1.874
H  4.026  0.052  -0.193
H  4.106  -0.877  1.213
H  0.538  -1.569  1.237
C  -1.734  0.088  -0.900
C  -3.167  0.458  -0.615
N  -0.792  1.249  -1.023
H  -1.326  -0.610  -0.169
H  -1.590  -0.489  -1.816
H  -3.437  0.272  0.425
H  -3.847  -0.123  -1.233
H  -1.081  1.938  -0.327
H  0.192  0.976  -0.764
H  -0.786  1.701  -1.934
H  -3.437  1.508  -0.752

**Electronic energy**: -344.755180 hartree
**Energy relative to the best compared isomer or geometry (same formula, charge and spin)**: 7.3 kcal per mole
**Kohn-Sham gap**: 11.4 eV
**F_max**: 1.5 eV Å⁻¹
**Net charge**: +1

Atomic partial charges in e from the Löwdin method, atoms 1 to 5: 0.01, -0.54, -0.01, 0.19, 0.11

---

2.
DFT (wB97M-V/def2-TZVPD) results for a 2-piece molecular cluster, C4H13N2O overall at a distorted geometry.

Positions of all 20 atoms, in Å:
C  -0.789  1.147  -0.046
C  -1.151  0.291  1.163
C  -0.957  -1.282  1.020
C  -0.852  -1.988  2.259
N  -0.537  -1.703  -0.365
N  0.713  0.943  -0.406
H  -1.482  1.161  -0.929
H  -0.654  2.140  0.270
H  -2.178  0.303  1.596
H  -0.443  0.520  1.878
H  -0.934  -1.427  3.189
H  -0.674  -3.002  2.058
H  2.592  1.550  -3.646
H  -1.184  -1.287  -1.075
H  -0.556  -2.736  -0.434
H  0.978  1.586  -1.170
H  1.203  1.179  0.508
H  0.891  -0.058  -0.837
H  3.467  1.379  -2.336
O  2.548  1.282  -2.696

**Electronic energy**: -344.655504 hartree
**Energy relative to the best compared isomer or geometry (same formula, charge and spin)**: 69.9 kcal per mole
**Kohn-Sham gap**: 8.9 eV
**F_max**: 6.3 eV Å⁻¹
**Net charge**: +1

Atomic partial charges in e from the Löwdin method, atoms 1 to 5: -0.14, -0.15, -0.30, 0.07, 0.04

---

3.
DFT (wB97M-V/def2-TZVPD) results for an isolated ion of composition C4H13N2O and charge +1 at a distorted geometry.

Positions of all 20 atoms, in Å:
N  0.853  0.555  -1.622
C  0.433  -0.092  -0.318
C  0.095  1.003  0.697
C  0.030  0.467  2.127
O  -0.836  1.285  2.877
C  -0.709  -1.014  -0.666
N  -0.347  -1.881  -1.787
H  0.992  -0.219  -2.290
H  1.718  1.083  -1.528
H  0.114  1.153  -1.994
H  1.339  -0.577  0.023
H  -0.864  1.469  0.466
H  0.851  1.787  0.602
H  1.017  0.426  2.565
H  -0.391  -0.533  2.122
H  -0.396  1.721  3.609
H  -0.957  -1.608  0.215
H  -1.613  -0.443  -0.882
H  -0.433  -2.872  -1.590
H  -0.896  -1.710  -2.625

**Electronic energy**: -344.709318 hartree
**Energy relative to the best compared isomer or geometry (same formula, charge and spin)**: 36.1 kcal per mole
**Kohn-Sham gap**: 10.6 eV
**F_max**: 1.2 eV Å⁻¹
**SMILES**: NC[C@@H]([NH3+])CCO
**Net charge**: +1

Atomic partial charges in e from the Löwdin method, atoms 1 to 5: 0.21, -0.30, -0.13, -0.25, -0.04

---

4.
DFT (wB97M-V/def2-TZVPD) results for a 2-piece molecular cluster, C4H13N2O overall at a distorted geometry.

Positions of all 20 atoms, in Å:
C  -1.441  1.307  -1.578
C  -1.196  -0.135  -1.133
C  -0.509  -0.186  0.214
C  -1.000  0.289  1.334
N  -0.337  0.112  2.591
N  0.679  -1.063  0.374
H  -0.667  1.966  -1.185
H  -2.363  1.720  -1.157
H  -1.500  1.424  -2.655
H  -2.138  -0.625  -0.877
H  -0.707  -0.743  -1.887
H  -1.955  0.813  1.294
H  0.296  0.911  2.743
H  -1.009  0.175  3.348
H  0.424  -2.048  0.325
H  1.423  -0.851  -0.306
H  1.040  -0.912  1.325
H  3.671  -0.084  -0.907
H  2.696  0.429  -1.951
O  2.840  -0.319  -1.341

**Electronic energy**: -344.706879 hartree
**Energy relative to the best compared isomer or geometry (same formula, charge and spin)**: 37.6 kcal per mole
**Kohn-Sham gap**: 10.4 eV
**F_max**: 1.1 eV Å⁻¹
**Net charge**: +1

Atomic partial charges in e from the Löwdin method, atoms 1 to 5: -0.08, -0.18, -0.25, -0.12, 0.04

---

5.
DFT (wB97M-V/def2-TZVPD) results for a 2-piece molecular cluster, C4H13N2O overall at a distorted geometry.

Positions of all 20 atoms, in Å:
C  0.762  -1.684  -0.274
C  -0.658  -1.018  -0.001
C  -0.599  0.020  1.077
C  0.225  0.087  2.197
N  -1.482  1.181  0.940
N  1.535  -0.481  -0.825
H  0.755  -2.462  -0.981
H  1.094  -2.084  0.750
H  -1.107  -0.452  -0.958
H  -1.254  -1.853  0.214
H  0.830  -0.740  2.624
H  0.009  0.832  2.958
H  -0.064  2.328  -2.653
H  -1.049  2.087  0.697
H  -1.901  1.400  1.869
H  2.362  -0.845  -1.249
H  1.820  0.102  -0.073
H  0.977  0.080  -1.599
H  -0.947  0.979  -2.292
O  -0.034  1.413  -2.263

**Electronic energy**: -344.658404 hartree
**Energy relative to the best compared isomer or geometry (same formula, charge and spin)**: 68.0 kcal per mole
**Kohn-Sham gap**: 9.8 eV
**F_max**: 4.2 eV Å⁻¹
**Net charge**: +1

Atomic partial charges in e from the Löwdin method, atoms 1 to 5: -0.09, -0.13, -0.38, 0.06, 0.03

---

6.
DFT (wB97M-V/def2-TZVPD) results for a 2-piece molecular cluster, C4H13N2O overall at a distorted geometry.

Positions of all 20 atoms, in Å:
C  1.243  1.411  -0.060
C  1.213  0.365  -1.175
C  -0.044  -0.490  -1.019
C  0.051  -1.495  -0.149
N  -1.115  -2.290  0.261
N  1.914  0.852  1.103
H  0.218  1.741  0.125
H  1.767  2.288  -0.406
H  2.060  -0.255  -1.380
H  1.113  0.911  -2.140
H  -0.919  -0.478  -1.672
H  0.925  -1.816  0.418
H  -1.858  -2.269  -0.439
H  -0.836  -3.234  0.573
H  -1.431  -1.886  1.144
H  2.191  1.510  1.823
H  1.432  0.130  1.610
H  -3.188  1.367  0.975
H  -2.361  2.237  -0.032
O  -2.375  1.401  0.443

**Electronic energy**: -344.663212 hartree
**Energy relative to the best compared isomer or geometry (same formula, charge and spin)**: 65.0 kcal per mole
**Kohn-Sham gap**: 8.7 eV
**F_max**: 3.2 eV Å⁻¹
**Net charge**: +1

Atomic partial charges in e from the Löwdin method, atoms 1 to 5: -0.27, -0.17, -0.05, -0.11, 0.20

---

7.
DFT (wB97M-V/def2-TZVPD) results for a 2-piece molecular cluster, C4H13N2O overall at a distorted geometry.

Positions of all 20 atoms, in Å:
C  -0.621  -0.057  -1.780
C  -1.180  -0.900  -0.585
C  -1.358  -0.108  0.756
C  -0.079  0.035  2.684
N  -0.189  0.250  1.408
N  0.184  1.146  -1.183
H  -1.438  0.287  -2.473
H  0.011  -0.692  -2.307
H  -2.095  -1.257  -0.977
H  -0.416  -1.656  -0.360
H  -1.997  0.784  0.389
H  -2.037  -0.875  1.281
H  -0.953  -0.181  3.293
H  0.694  0.641  2.988
H  0.976  1.516  -1.724
H  -0.470  1.847  -0.903
H  0.621  0.802  -0.250
H  2.579  -1.132  -1.410
H  3.360  -0.464  -0.158
O  2.579  -0.402  -0.676

**Electronic energy**: -344.653447 hartree
**Energy relative to the best compared isomer or geometry (same formula, charge and spin)**: 71.2 kcal per mole
**Kohn-Sham gap**: 11.1 eV
**F_max**: 5.4 eV Å⁻¹
**Net charge**: +1

Atomic partial charges in e from the Löwdin method, atoms 1 to 5: -0.10, -0.15, -0.29, 0.07, -0.07